# C18H25AsLaN3O6SSi

A structure of composition C18H25AsLaN3O6SSi at a distorted geometry (ωB97M-V/def2-TZVPD, the Open Molecules 2025 dataset).

## Properties
* energy above the lowest of the compared OMol25 structures with the same formula, charge and spin: 0.00 kJ/mol

ORCA input file:
```
! RIJCOSX wB97M-V def2-TZVPD def2/J DEFGRID3
* xyz 0 1
La -0.30 0.24 -0.24
O -0.55 -2.38 0.16
As -2.27 -1.95 0.39
O -3.19 -3.19 -0.13
O -2.39 -0.48 -0.43
C -2.35 -1.83 2.32
C -3.19 -2.80 2.83
C -3.33 -2.95 4.21
C -2.63 -2.12 5.08
C -1.79 -1.13 4.58
C -1.65 -0.98 3.21
S -0.58 0.30 2.65
O -0.06 1.00 3.77
O -1.40 1.12 1.74
O 0.43 -0.38 1.80
H -0.59 -3.23 -0.30
H -3.71 -3.45 2.15
H -3.98 -3.72 4.61
H -2.74 -2.24 6.15
H -1.24 -0.48 5.24
C 2.46 3.18 0.60
C 2.91 1.98 -0.19
C 4.24 1.77 -0.47
C 4.57 0.63 -1.22
C 3.60 -0.23 -1.66
C 2.25 0.04 -1.36
N 1.94 1.16 -0.62
N 1.18 -0.72 -1.73
Si 1.00 -1.76 -3.09
C -0.82 -2.03 -3.33
C 1.80 -3.41 -2.93
C 1.62 -0.91 -4.61
H 2.60 4.10 0.03
H 3.03 3.28 1.53
H 1.41 3.11 0.86
H 4.99 2.46 -0.11
H 5.61 0.43 -1.44
H 3.85 -1.12 -2.22
H -1.31 -2.59 -2.53
H -0.99 -2.58 -4.26
H -1.34 -1.07 -3.42
H 1.37 -3.98 -2.10
H 2.88 -3.33 -2.76
H 1.64 -3.98 -3.85
H 1.13 0.06 -4.70
H 1.39 -1.49 -5.52
H 2.70 -0.75 -4.59
C -1.76 5.13 1.15
C -2.54 3.91 0.66
C -1.77 3.13 -0.33
N -1.14 2.52 -1.07
H -2.34 5.63 1.93
H -1.58 5.84 0.34
H -0.81 4.83 1.57
H -3.49 4.19 0.19
H -2.77 3.23 1.47
*
```

Mulliken population analysis, charges in e, atoms 1 to 5: atom 1 (La): 0.99, atom 2 (O): -0.52, atom 3 (As): 1.11, atom 4 (O): -0.76, atom 5 (O): -0.70


# C28H26F6N10O3PRe

A structure of composition C28H26F6N10O3PRe at a distorted geometry (ωB97M-V/def2-TZVPD, the Open Molecules 2025 dataset).

## Properties
* energy above the lowest of the compared OMol25 structures with the same formula, charge and spin: 179.58 kJ/mol

ORCA input file:
```
! RIJCOSX wB97M-V def2-TZVPD def2/J DEFGRID3
* xyz 3 2
Re 0.17 -8.24 14.73
C -0.35 -6.99 20.81
N 0.07 -6.69 19.42
C -0.67 -7.00 18.34
N -0.08 -6.44 17.25
C 1.08 -5.73 17.77
N 1.17 -5.94 19.04
C 0.63 -7.88 21.51
C 1.67 -7.40 22.34
C 2.63 -8.27 22.79
C 2.64 -9.62 22.44
C 1.63 -10.08 21.65
C 0.63 -9.24 21.17
C 1.69 -11.49 21.24
N 2.12 -12.54 21.83
N 1.87 -13.64 20.96
C 1.26 -13.14 19.94
O 1.04 -11.82 20.11
C 0.87 -13.77 18.72
C 1.51 -14.89 18.16
C 0.88 -15.50 17.05
C -0.30 -15.02 16.47
C -0.88 -13.87 16.99
C -2.02 -13.15 16.31
N -1.67 -11.69 16.22
C -0.63 -11.10 15.62
N -0.86 -9.75 15.74
C -2.04 -9.65 16.32
N -2.49 -10.78 16.75
C -0.33 -13.32 18.11
H -1.31 -7.48 20.64
H -0.50 -6.02 21.23
H -1.57 -7.61 18.36
H 1.67 -5.09 17.12
H 1.69 -6.38 22.62
H 3.48 -7.96 23.39
H 3.42 -10.29 22.78
H -0.08 -9.72 20.49
H 2.41 -15.32 18.56
H 1.32 -16.42 16.63
H -0.76 -15.56 15.64
H -2.91 -13.25 16.91
H -2.13 -13.49 15.30
H 0.08 -11.66 15.08
H -2.54 -8.73 16.61
H -0.70 -12.45 18.66
N 1.99 -9.13 15.73
N 2.25 -7.78 15.27
H 2.25 -9.21 16.72
H 2.38 -9.87 15.14
H 2.86 -7.80 14.44
H 2.77 -7.31 16.05
O 0.79 -9.87 13.41
C -0.30 -9.76 12.76
O -1.24 -9.05 13.33
H -0.29 -10.16 11.73
F 0.35 -7.03 13.38
P 3.75 -8.43 11.21
F 4.85 -9.47 10.91
F 4.83 -7.71 12.14
F 2.79 -8.48 12.51
F 3.50 -7.15 10.40
F 2.66 -9.24 10.46
C -0.56 -6.72 15.83
C -1.37 -5.71 15.28
C -2.06 -5.87 14.05
C -3.00 -4.93 13.64
C -3.15 -3.71 14.29
C -2.49 -3.51 15.51
C -1.65 -4.52 16.01
H -1.95 -6.74 13.42
H -3.57 -5.09 12.76
H -3.85 -2.97 13.90
H -2.60 -2.59 15.99
H -1.28 -4.36 17.01
*
```

Mulliken population analysis, charges in e, atoms 1 to 5: atom 1 (Re): 2.35, atom 2 (C): -0.92, atom 3 (N): 0.71, atom 4 (C): 0.28, atom 5 (N): 0.84


# C30H53BiN4O2P

A structure of composition C30H53BiN4O2P at a distorted geometry (ωB97M-V/def2-TZVPD, the Open Molecules 2025 dataset).

## Properties
* E: -2099.8073 hartree

ORCA input file:
```
! RIJCOSX wB97M-V def2-TZVPD def2/J DEFGRID3
* xyz 2 2
C 2.36 -1.36 -2.60
N 1.66 -1.90 -1.53
C 2.03 -3.08 -0.99
C 3.19 -3.74 -1.37
C 4.01 -3.15 -2.34
C 3.59 -1.97 -2.95
Bi -0.42 -1.00 -0.86
C 1.16 -3.68 0.08
N 0.41 -2.65 0.88
C 1.32 -2.06 1.95
C 2.41 -1.16 1.42
C 1.83 -0.24 -3.27
P 0.44 0.75 -2.78
C -0.62 0.90 -4.36
C -0.03 1.94 -5.33
C 1.14 2.43 -2.21
C 0.00 3.46 -2.14
C 1.77 2.25 -0.82
C 2.24 2.90 -3.17
C -0.60 -0.47 -5.05
C -2.05 1.31 -3.98
C -0.71 -3.30 1.65
C -1.77 -3.91 0.74
H 3.43 -4.67 -0.85
H 4.96 -3.61 -2.60
H 4.21 -1.45 -3.69
H 2.40 0.11 -4.14
H 2.21 3.21 -0.50
H 1.03 1.96 -0.06
H 2.58 1.51 -0.83
H 2.70 3.82 -2.76
H 3.03 2.15 -3.27
H 1.87 3.15 -4.17
H 0.40 4.41 -1.76
H -0.45 3.67 -3.12
H -0.80 3.14 -1.45
H -0.63 1.90 -6.26
H -0.09 2.97 -4.96
H 1.01 1.71 -5.61
H 0.42 -0.77 -5.33
H -1.04 -1.26 -4.43
H -1.19 -0.40 -5.98
H -2.08 2.30 -3.50
H -2.64 1.36 -4.91
H -2.54 0.59 -3.31
H 0.43 -4.37 -0.38
H 1.77 -4.28 0.79
H 0.66 -1.49 2.63
H 1.72 -2.91 2.52
H -1.16 -2.53 2.30
H -0.25 -4.06 2.30
H -2.63 -4.17 1.38
H -2.13 -3.22 -0.04
H -1.43 -4.84 0.26
H 2.79 -0.55 2.26
H 3.26 -1.72 1.02
H 2.06 -0.45 0.65
H -0.79 -2.32 -2.09
C -4.03 -2.05 -1.97
H -3.68 -2.95 -1.43
H -4.33 -2.31 -3.00
H -4.92 -1.66 -1.45
O -3.02 -1.02 -2.00
H -2.22 -1.42 -2.44
C 1.87 2.82 5.82
C 0.71 1.91 6.19
N -0.04 1.44 5.01
C -0.48 0.03 5.02
C -1.97 -0.20 5.19
C -0.75 2.42 4.34
O -0.77 3.59 4.70
C -1.46 2.02 3.07
C -2.71 2.58 2.78
C -3.39 2.13 1.65
C -2.77 1.19 0.82
N -1.52 0.75 1.04
C -0.85 1.18 2.14
H 2.55 2.31 5.14
H 2.42 3.06 6.74
H 1.49 3.74 5.37
H 1.07 1.01 6.70
H 0.02 2.46 6.85
H -0.14 -0.44 4.08
H 0.08 -0.44 5.84
H -2.54 0.11 4.30
H -2.15 -1.26 5.35
H -2.35 0.36 6.05
H -3.12 3.34 3.44
H -4.39 2.47 1.40
H -3.28 0.78 -0.07
H 0.19 0.85 2.26
*
```

Mulliken population analysis, charges in e, atoms 1 to 5: atom 1 (C): 1.16, atom 2 (N): 0.63, atom 3 (C): 0.73, atom 4 (C): -1.00, atom 5 (C): -0.72


# C22H33IrN4O8P2S3

A structure of composition C22H33IrN4O8P2S3 (ωB97M-V/def2-TZVPD, the Open Molecules 2025 dataset).

## Properties
* energy above the lowest of the compared OMol25 structures with the same formula, charge and spin: 23.84 kJ/mol

ORCA input file:
```
! RIJCOSX wB97M-V def2-TZVPD def2/J DEFGRID3
* xyz 2 5
Ir 0.10 0.41 0.78
C 3.61 2.89 0.82
C 4.21 1.95 -0.19
C 3.62 2.05 -1.58
O 4.13 0.54 0.27
P 3.03 -0.42 0.73
S 1.91 0.21 2.32
S 1.60 -0.71 -0.71
O 3.87 -1.65 1.13
C 3.53 -2.95 1.72
C 2.68 -3.78 0.78
C 4.85 -3.59 2.05
H 3.90 3.90 0.54
H 4.00 2.70 1.82
H 2.53 2.85 0.83
H 5.29 2.07 -0.23
H 2.54 1.95 -1.56
H 4.04 1.30 -2.24
H 3.86 3.04 -1.98
H 2.98 -2.71 2.63
H 3.18 -3.91 -0.18
H 1.70 -3.33 0.62
H 2.54 -4.76 1.23
H 5.42 -3.80 1.15
H 4.67 -4.53 2.58
H 5.45 -2.95 2.70
O -1.23 4.02 0.05
C -0.50 3.22 -0.46
O 0.17 2.32 0.29
C -0.21 3.15 -1.92
C -0.08 1.95 -2.61
C 0.14 1.94 -3.97
C 0.26 3.13 -4.67
C 0.14 4.32 -3.96
C -0.12 4.36 -2.61
N 0.29 5.60 -4.69
O 0.28 6.61 -4.03
O 0.42 5.53 -5.89
H -0.15 1.01 -2.07
H 0.22 1.00 -4.51
H 0.45 3.16 -5.73
H -0.23 5.31 -2.10
N -3.32 -3.42 2.71
C -3.37 -2.93 1.29
P -1.58 -2.88 0.81
O -1.05 -4.20 1.29
O -1.05 -1.57 1.29
C -1.41 -3.00 -1.03
N -0.68 -4.28 -1.30
H -4.25 -3.70 3.05
H -2.96 -2.69 3.34
H -2.68 -4.23 2.76
H -3.86 -1.97 1.26
H -3.93 -3.68 0.73
H -0.80 -2.17 -1.39
H -2.36 -3.00 -1.57
H -0.54 -4.72 -0.35
H 0.23 -4.11 -1.74
H -1.20 -4.91 -1.90
S -3.15 1.70 4.05
C -1.65 1.49 3.24
N -1.71 1.06 2.02
C -3.03 0.93 1.61
C -3.45 0.61 0.31
C -4.80 0.54 0.06
C -5.74 0.78 1.08
C -5.34 1.12 2.35
C -3.96 1.21 2.60
H -0.72 1.70 3.74
H -2.72 0.48 -0.48
H -5.15 0.33 -0.94
H -6.79 0.73 0.85
H -6.06 1.36 3.11
*
```

Mulliken population analysis, charges in e, atoms 1 to 5: atom 1 (Ir): 1.98, atom 2 (C): -1.10, atom 3 (C): 0.60, atom 4 (C): -0.99, atom 5 (O): -0.45


Number 1 is which compound? C18H25AsLaN3O6SSi